{
  "formula": "C4H5NO",
  "method": "the ωB97M-V functional and the def2-TZVPD basis",
  "species": ["C", "C", "C", "C", "H", "H", "H", "H", "H", "N", "O"],
  "xyz": [[-2.08071, -0.06083, -0.11364], [-0.67588, 0.48357, -0.30786], [0.21030, -0.38948, 0.43630], [1.57249, 0.14639, 0.06336], [-0.55538, 0.32490, -1.43472], [-0.93861, 1.45527, 0.26742], [0.10410, -0.77383, 1.38958], [2.17032, -0.04350, 0.90342], [2.05894, 0.71590, -0.73480], [-2.99630, -0.70752, -0.00893], [1.13074, -1.15087, -0.46014]],
  "de_lowest_ev": 3.516,
  "e_homo_ev": -10.7,
  "e_tot_ev": -7763.0102,
  "lumo_ev": 0.7761,
  "smiles": "N#CC[C@@H]1CO1",
  "orbital_gap_ha": 0.4215
}